[1]
A molecular structure, C22H37DyO2Si in a non-equilibrium geometry, computed with ωB97M-V/def2-TZVPD.

Spin multiplicity: 6
Frontier orbital gap (alpha / beta) in eV: 7.312 / 6.830
Strongest force on any atom in eV/A: 2.674
LUMO level (alpha / beta) in eV: 0.31 / 0.33
E in eV: -59467.0474
HOMO energy (alpha / beta) in eV: -7.004 / -6.503
Net charge: 0

Last column: Löwdin charge in e.
Element x y z (Å)
O  -0.4335  0.8387  -0.4429  -0.276
C  0.5743  0.9418  -1.5457  -0.102
C  -0.1612  2.0731  -2.2483  -0.075
H  0.5459  -0.0311  -2.0425  0.092
H  1.6151  1.1865  -1.2565  0.124
C  -1.2529  1.8420  -1.1936  -0.509
H  -0.5550  1.9505  -3.2595  0.083
H  0.2951  3.0655  -2.1293  0.124
C  -2.4688  1.1738  -1.8237  0.006
H  -2.2343  0.2033  -2.2943  0.096
H  -2.8055  1.8600  -2.6098  0.095
H  -3.3128  1.0278  -1.1341  0.084
C  -1.4200  3.1265  -0.4073  -0.010
H  -0.4057  3.4893  -0.1660  0.085
H  -2.0119  3.0120  0.5156  0.068
H  -1.9227  3.8108  -1.1094  0.108
Dy  -0.1220  0.2105  1.6971  1.300
C  0.6868  1.9268  3.5862  -0.217
C  1.7175  0.9592  3.4222  -0.238
C  2.2962  1.1552  2.1254  -0.240
H  2.0354  0.2217  4.1647  0.086
C  1.5619  2.1897  1.4674  -0.235
C  0.5357  2.6404  2.3611  -0.219
H  -0.2195  3.4009  2.1394  0.094
H  0.1708  2.1158  4.5336  0.109
H  3.1471  0.6025  1.7258  0.090
H  1.8192  2.6061  0.4897  0.092
C  -1.6968  0.1127  3.7777  -0.223
C  -2.1290  1.3030  3.1109  -0.198
C  -2.6460  0.9228  1.8310  -0.222
H  -2.1413  2.3145  3.5223  0.109
C  -2.5962  -0.5007  1.7326  -0.234
C  -2.0299  -1.0048  2.9502  -0.251
H  -1.9347  -2.0589  3.2284  0.084
H  -1.1994  0.0359  4.7528  0.107
H  -3.0768  1.5949  1.0862  0.078
H  -2.8816  -1.1053  0.8644  0.101
O  0.1418  -0.6247  -3.6103  -0.206
C  -0.3056  0.1316  -4.7649  -0.196
C  0.1460  -0.5267  -6.0485  -0.155
H  0.0869  1.1573  -4.7839  0.107
H  -1.3902  0.1862  -4.6444  0.119
C  1.1332  -1.6006  -5.6006  -0.141
H  0.5768  0.2349  -6.6900  0.110
H  -0.7475  -0.8868  -6.5439  0.109
C  0.9677  -1.7032  -4.0798  -0.171
H  2.1585  -1.2810  -5.8059  0.111
H  0.9610  -2.5524  -6.1038  0.111
H  1.9124  -1.6470  -3.5177  0.124
H  0.4467  -2.6225  -3.7949  0.120
C  3.0250  -2.4241  1.9563  -0.240
Si  1.2491  -2.2794  2.5492  0.505
C  0.1085  -3.4611  1.6164  -0.250
C  1.1156  -2.6486  4.3906  -0.223
H  3.1418  -1.9451  0.9733  0.018
H  3.2786  -3.4885  1.8667  0.024
H  3.7046  -1.9341  2.6662  0.030
H  0.5908  -4.4474  1.6135  0.023
H  -0.8732  -3.5336  2.1034  0.013
H  -0.0386  -3.1279  0.5772  0.020
H  1.4112  -3.6953  4.5476  0.030
H  1.7734  -1.9871  4.9702  0.020
H  0.0821  -2.5064  4.7359  0.021

Cartesian forces (eV/Å) of the 2 atoms listed first:
0.43 1.34 -2.26
0.76 -0.86 0.29

---

[2]
A molecular structure, C22H37FGaO4 in a non-equilibrium geometry, computed with ωB97M-V/def2-TZVPD.

Frontier orbital gap in eV: 6.776
Strongest force on any atom in eV/A: 4.847
LUMO level in eV: 2.58
E in eV: -86690.8593
HOMO energy in eV: -4.198
Net charge: -1

Last column: natural (NBO) charge in e.
Element x y z (Å)
C  0.8349  6.7217  4.0872  -0.263
O  -0.3813  6.4681  3.3510  -0.559
C  -0.1844  5.4090  2.3594  -0.072
C  -1.5652  4.5773  2.2158  -0.433
C  -1.9979  4.4085  0.6481  -0.406
C  -1.8222  2.8744  0.1576  -0.412
C  -1.4844  2.7715  -1.4320  -0.403
C  -1.7684  1.3001  -2.0256  -0.398
C  -0.8827  0.1456  -1.2864  -0.424
C  -0.3911  -1.0055  -2.2939  -0.399
C  1.1943  -1.0924  -2.5055  -0.407
C  2.0480  -1.4254  -1.1851  -0.893
Ga  2.1515  -3.4465  -0.7206  0.873
C  0.9746  -3.9099  0.9648  -0.893
C  0.8087  -2.5165  1.7578  0.035
C  2.0421  -2.0391  2.5620  -0.242
C  1.9811  -0.6884  3.3150  -0.238
C  0.6822  0.1628  3.2680  -0.066
C  0.7104  1.5816  4.0367  -0.646
C  -0.6009  -0.2986  2.4901  -0.246
C  -0.5047  -1.6750  1.7367  -0.257
H  1.3071  5.7786  4.5340  0.174
H  1.6627  7.2184  3.4463  0.166
H  0.5401  7.4046  4.9719  0.191
H  0.6866  4.7209  2.6699  0.178
H  0.1430  5.9099  1.3815  0.171
H  -2.3977  5.0821  2.8339  0.222
H  -1.4404  3.4972  2.6089  0.213
H  -1.3588  5.0873  -0.0116  0.198
H  -3.0888  4.7535  0.5997  0.202
H  -0.9298  2.4331  0.7354  0.211
H  -2.7705  2.2784  0.4307  0.201
H  -2.0789  3.5949  -1.9678  0.195
H  -0.3541  2.9499  -1.5236  0.203
H  -2.9017  1.1086  -1.8824  0.185
H  -1.5966  1.2571  -3.1600  0.202
H  -0.0583  0.5857  -0.6229  0.225
H  -1.6234  -0.3597  -0.5554  0.201
H  -0.8403  -0.7391  -3.3292  0.185
H  -0.8756  -1.9959  -1.9740  0.197
H  1.4357  -1.8427  -3.3474  0.222
H  1.5435  -0.0604  -2.9041  0.166
H  1.7505  -0.7772  -0.2721  0.202
H  3.1388  -1.1075  -1.4196  0.201
H  1.8400  -4.4170  -1.9505  -0.329
H  3.7014  -3.7363  -0.3088  -0.347
H  -0.0480  -4.3390  0.6398  0.202
H  1.5562  -4.6653  1.6147  0.220
H  3.0083  -2.6338  2.6333  0.230
H  2.9040  -0.3324  3.8775  0.207
H  0.4204  2.3675  3.2437  0.206
H  0.0242  1.6234  4.9456  0.212
H  1.8061  1.7660  4.3466  0.211
H  -1.5424  0.3545  2.4731  0.215
H  -1.4060  -2.0537  1.1332  0.214
C  -0.9331  -6.5075  -5.0959  -0.128
C  -0.4680  -6.3037  -3.6888  0.442
O  0.5824  -5.3713  -3.8257  -0.451
C  0.2710  -4.6349  -4.9284  0.960
O  0.7763  -3.5878  -5.2037  -0.549
O  -0.6980  -5.2370  -5.6804  -0.492
F  0.0381  -7.4510  -3.1739  -0.329
H  -0.3498  -7.2656  -5.6266  0.194
H  -1.9896  -6.7753  -5.1515  0.196
H  -1.2312  -5.9007  -3.0164  0.157

Cartesian forces (eV/Å) of the 2 atoms listed first:
0.32 0.56 0.65
1.64 -1.11 0.05

---

[3]
10 unconnected molecules or ions with the total composition C22H37FN10O2S in a non-equilibrium geometry, computed with ωB97M-V/def2-TZVPD.

Frontier orbital gap in eV: 9.597
Strongest force on any atom in eV/A: 6.961
LUMO level in eV: -0.50
SMILES: CCCCNS(=O)(=O)F.CC#N.CC#N.CC#N.CC#N.CC#N.CC#N.CC#N.CC#N.CC#N
E in eV: -55955.4753
HOMO energy in eV: -10.095
Net charge: 0

Last column: Löwdin charge in e.
Element x y z (Å)
C  1.0959  -0.0299  0.5846  -0.141
C  0.4739  1.2277  1.4958  -0.253
C  -0.1971  2.2649  0.4120  -0.204
C  -1.6752  2.8375  0.8291  -0.228
N  -2.6968  2.2947  -0.1457  -0.172
S  -3.3681  0.7612  0.3521  0.862
O  -2.3272  -0.2535  0.9067  -0.344
O  -4.0214  0.1025  -0.8866  -0.342
F  -4.4856  1.1109  1.6341  -0.248
H  1.5994  0.5084  -0.3511  0.083
H  0.1720  -0.6319  0.1301  0.081
H  1.8399  -0.7043  1.1849  0.040
H  1.3144  1.7309  2.1576  0.097
H  -0.3201  0.7970  2.2587  0.097
H  -0.3438  1.6627  -0.6016  0.111
H  0.5836  3.1532  0.2697  0.078
H  -2.0278  2.5697  1.9124  0.129
H  -1.6699  4.0238  0.7231  0.137
H  -2.3624  2.2982  -1.1342  0.124
C  1.2939  -4.1019  2.2707  -0.073
C  2.2722  -3.3709  1.4481  -0.249
N  3.0452  -2.7933  0.7982  0.134
H  0.3086  -3.6244  2.2473  0.088
H  1.1624  -5.1321  1.9230  0.028
H  1.6043  -4.1518  3.3198  0.085
C  -6.1497  4.1155  0.7141  -0.100
C  -5.3435  5.1841  0.1008  -0.275
N  -4.7064  6.0284  -0.3838  0.116
H  -5.9361  4.0105  1.7831  0.087
H  -7.2228  4.3116  0.6164  0.024
H  -5.9548  3.1436  0.2484  0.056
C  3.5079  -3.9563  -2.5024  -0.105
C  3.1090  -2.7329  -3.2182  -0.258
N  2.7938  -1.7663  -3.7837  0.113
H  2.8744  -4.8078  -2.7726  0.054
H  4.5420  -4.2380  -2.7281  0.060
H  3.4363  -3.8315  -1.4167  0.024
C  -7.9867  7.5685  0.9033  -0.065
C  -9.0124  6.5549  1.2012  -0.270
N  -9.8228  5.7540  1.4364  0.119
H  -8.3537  8.3198  0.1960  0.085
H  -7.6706  8.1016  1.8063  0.086
H  -7.0904  7.1197  0.4622  0.046
C  7.4851  -5.6235  -1.8845  -0.085
C  6.2403  -5.5897  -1.0987  -0.254
N  5.2567  -5.5630  -0.4778  0.138
H  8.2921  -6.1276  -1.3424  0.083
H  7.3508  -6.1553  -2.8324  0.088
H  7.8383  -4.6155  -2.1264  0.037
C  4.1851  4.4663  0.0931  -0.069
C  2.9403  4.5001  0.8788  -0.247
N  1.9567  4.5268  1.4997  0.135
H  4.9921  3.9622  0.6352  0.083
H  4.0508  3.9345  -0.8549  0.084
H  4.5383  5.4743  -0.1489  0.082
C  1.0244  -6.0011  -1.4184  -0.066
C  0.2700  -6.1668  -0.1648  -0.242
N  -0.3261  -6.2979  0.8257  0.134
H  1.0314  -6.9219  -2.0112  0.090
H  0.5950  -5.2145  -2.0479  0.091
H  2.0686  -5.7301  -1.2294  0.049
C  10.4837  -3.0584  -0.4733  -0.064
C  10.1588  -3.5595  -1.8191  -0.259
N  9.9022  -3.9556  -2.8826  0.135
H  11.5649  -2.9649  -0.3265  0.084
H  10.0461  -2.0707  -0.2929  0.086
H  10.1076  -3.7264  0.3089  0.083
C  -10.0433  1.6021  0.7344  -0.067
C  -9.0650  2.3331  -0.0882  -0.234
N  -8.2920  2.9107  -0.7381  0.138
H  -11.0287  2.0796  0.7110  0.084
H  -10.1748  0.5719  0.3867  0.082
H  -9.7329  1.5522  1.7835  0.083

Cartesian forces (eV/Å) of the 2 atoms listed first:
-0.73 1.21 -0.22
0.05 -0.92 -0.18

---

> Which value of E does entry 1 give?

-59467.0474 eV